Entry 1:
Entry from the OMol25 dataset: a cluster of 12 separate species, H24O12 in total in a non-equilibrium geometry (the ωB97M-V functional and the def2-TZVPD basis).

Element x y z (Å)
1 O -0.74657 1.60313 -2.02167
2 H -1.62429 1.84257 -2.31916
3 H -0.23637 2.40857 -2.10655
4 O 1.01000 1.83782 3.44556
5 H 0.50072 1.94203 2.64181
6 H 1.07818 2.72317 3.80295
7 O -3.24715 -0.49743 2.04601
8 H -2.37253 -0.71363 2.36931
9 H -3.36080 -1.05050 1.27307
10 O -0.01855 -0.36472 -0.23150
11 H -0.13852 -0.10108 0.68082
12 H -0.25415 0.41208 -0.73876
13 O 2.79789 0.33014 1.97710
14 H 2.74070 0.50156 1.03711
15 H 2.06467 0.81600 2.35469
16 O -1.27409 -1.13680 -3.45898
17 H -2.01629 -1.49290 -3.94740
18 H -1.67181 -0.57466 -2.79411
19 O 1.06141 -2.84795 -0.88099
20 H 0.38454 -2.18746 -1.02877
21 H 1.67051 -2.43465 -0.26910
22 O 1.32977 -0.71070 -3.22469
23 H 0.42330 -1.00784 -3.14565
24 H 1.28407 0.04652 -3.80845
25 O -1.69451 -2.48488 0.50873
26 H -2.53497 -2.19778 0.15177
27 H -1.09056 -1.77089 0.30453
28 O -0.24444 2.29279 0.88776
29 H 0.19224 2.57787 0.08510
30 H -1.17844 2.35237 0.68698
31 O -0.36985 -0.88424 2.80311
32 H -0.17915 -0.31796 3.55091
33 H -0.33899 -1.77181 3.16019
34 O 2.80628 0.90362 -0.89610
35 H 1.95247 0.67979 -1.26642
36 H 3.29515 1.27775 -1.62908

Its gap between HOMO and LUMO is 9.1 eV. Its HOMO energy is -9.994 eV. Its SMILES is O.O.O.O.O.O.O.O.O.O.O.O. The total charge is 0. Its multiplicity is 1. For the energy relative to the best compared isomer or geometry (same formula, charge and spin), the calculation gives 43.39 kcal per mole.

Here are the natural (NBO) charges for atoms 1 to 4, given in e:
1 O -0.956
2 H 0.489
3 H 0.485
4 O -0.968

***

Entry 2:
Entry from the OMol25 dataset: a structure of composition C19H33Br9O7 in a non-equilibrium geometry (the ωB97M-V functional and the def2-TZVPD basis).

Element x y z (Å)
1 C -1.23043 -1.05570 -3.96445
2 C -1.45351 -1.38809 -2.48478
3 C -0.58492 -2.46607 -1.91762
4 O -0.10717 -1.94363 -0.68976
5 C -0.34517 -0.58964 -0.62606
6 O 0.09568 0.14202 0.21486
7 O -0.96615 -0.23023 -1.72150
8 H -1.64549 -0.11923 -4.33707
9 H -1.62209 -1.80694 -4.65025
10 H -0.18734 -1.04186 -4.28049
11 H -2.50141 -1.53811 -2.22497
12 H 0.15935 -2.80195 -2.63966
13 H -1.12098 -3.39344 -1.71582
14 C 3.81210 4.12133 1.12684
15 C 4.30402 5.03430 0.01950
16 O 4.09504 4.80872 -1.17782
17 C 5.28451 6.11177 0.41261
18 H 4.62261 3.62629 1.66174
19 H 3.24611 3.36753 0.57953
20 H 3.10578 4.57202 1.82403
21 H 5.94056 5.68888 1.17343
22 H 4.61930 6.81231 0.91743
23 H 5.87072 6.52651 -0.40742
24 C 3.84814 -1.98424 2.83275
25 C 3.30528 -3.00712 3.91952
26 O 3.61150 -2.92637 5.08587
27 C 2.47221 -4.19374 3.47114
28 H 4.17637 -2.51672 1.94009
29 H 4.64497 -1.34015 3.20463
30 H 3.05616 -1.24814 2.69492
31 H 2.85696 -5.14667 3.83445
32 H 2.44075 -4.33748 2.39112
33 H 1.44344 -4.13068 3.82577
34 C 0.31409 1.88789 5.23071
35 C -1.12274 1.58515 5.22238
36 O -1.96780 2.43409 5.46721
37 C -1.58926 0.20535 4.78601
38 H 0.87732 1.20257 5.86412
39 H 0.42257 2.93030 5.53026
40 H 0.83527 1.64954 4.30352
41 H -1.14926 0.08363 3.79622
42 H -2.65860 0.09949 4.60321
43 H -1.26698 -0.56847 5.48275
44 C -4.95580 3.35407 -2.84665
45 C -5.79920 3.98349 -1.74225
46 O -6.17344 5.18522 -1.82591
47 C -6.18788 3.20004 -0.49575
48 H -5.58135 2.61479 -3.34691
49 H -4.04339 2.90158 -2.45824
50 H -4.72747 4.05574 -3.64892
51 H -6.94841 3.68185 0.11871
52 H -5.28981 3.05857 0.10553
53 H -6.60520 2.24161 -0.80455
54 C 5.87942 0.94103 -2.90695
55 Br 4.01514 0.28133 -3.25753
56 Br 6.82467 1.73074 -4.49015
57 Br 6.86709 -0.56375 -2.17217
58 H 5.79098 1.65618 -2.08913
59 C -6.28795 -2.75955 -0.55639
60 Br -5.18930 -1.41734 0.41343
61 Br -5.28837 -4.44385 -0.80957
62 Br -6.93749 -2.12891 -2.36834
63 H -7.17015 -2.99020 0.04082
64 C -0.12209 -7.65294 -4.75511
65 Br -0.00729 -5.91665 -5.78072
66 Br -0.92993 -7.31740 -3.02874
67 Br 1.67733 -8.46315 -4.56219
68 H -0.75161 -8.34756 -5.31127

Its gap between HOMO and LUMO is 8.6 eV. Its HOMO energy is -9.502 eV. The total charge is 0. Its multiplicity is 1.

Here are the natural (NBO) charges for atoms 1 to 4, given in e:
1 C -0.640
2 C 0.066
3 C -0.101
4 O -0.497

***

Entry 3:
Entry from the OMol25 dataset: a cluster of 2 separate species, C3H10N2S in total in a non-equilibrium geometry (the ωB97M-V functional and the def2-TZVPD basis).

Element x y z (Å)
1 C 2.18787 0.55240 0.66275
2 C -2.36058 0.73333 -1.28862
3 C 1.35073 -0.51750 -0.01325
4 N 0.33662 -1.06971 0.87317
5 N -2.64878 -0.30160 -0.24471
6 S -2.46895 -0.10818 1.28156
7 H 1.64275 1.22189 1.33174
8 H 2.96938 0.07621 1.36132
9 H 2.55910 1.18586 -0.14628
10 H -1.98898 1.68106 -0.89828
11 H -1.63784 0.39872 -1.96459
12 H -3.31865 0.79486 -1.76725
13 H 0.64093 -0.03867 -0.75451
14 H 2.01842 -1.41896 -0.58948
15 H -0.01445 -1.91186 0.34438
16 H 0.73243 -1.27788 1.81206

Its gap between HOMO and LUMO is 7.4 eV. Its HOMO energy is -7.837 eV. Its SMILES is CN=S.CCN. The total charge is 0. Its multiplicity is 1. For the energy relative to the best compared isomer or geometry (same formula, charge and spin), the calculation gives 68.02 kcal per mole.

Here are the natural (NBO) charges for atoms 1 to 4, given in e:
1 C -0.640
2 C -0.456
3 C -0.204
4 N -0.854

***

Entry 4:
Entry from the OMol25 dataset: a structure of composition C10H33O7V in a non-equilibrium geometry (the ωB97M-V functional and the def2-TZVPD basis).

Element x y z (Å)
1 V -0.01852 -0.17236 0.23518
2 C 0.08955 -1.54379 -3.71197
3 C -0.26756 -0.19398 -3.16836
4 O -0.18814 -0.18557 -1.76578
5 H -0.53749 -2.34127 -3.29884
6 H 1.10403 -1.88818 -3.47219
7 H 0.03702 -1.65437 -4.79641
8 H -1.27776 0.06571 -3.50882
9 H 0.36609 0.59702 -3.58581
10 C 1.42547 1.18227 4.00058
11 C 1.33048 -0.10023 3.20794
12 O 0.14539 -0.12123 2.34767
13 H 2.34685 1.20346 4.57954
14 H 0.59459 1.26882 4.70729
15 H 1.38035 2.06947 3.36473
16 H 1.19608 -0.94622 3.88913
17 H 2.22494 -0.24260 2.60593
18 H -0.59147 0.02597 2.96191
19 C -2.56233 2.34299 -1.22016
20 C -2.44227 2.10436 0.26570
21 O -1.15219 1.64323 0.69528
22 H -2.24493 1.44895 -1.76787
23 H -1.92911 3.16353 -1.56515
24 H -3.56414 2.56598 -1.58316
25 H -3.25701 1.44824 0.59847
26 H -2.74307 2.99527 0.83015
27 H -0.78133 2.38603 1.18628
28 C -2.86107 -1.42836 1.26457
29 O -2.12266 -0.88074 0.16346
30 H -3.44947 -2.26922 0.89320
31 H -2.24276 -1.84060 2.06206
32 H -3.53455 -0.71730 1.74748
33 H -2.76106 -0.73827 -0.54705
34 C 1.49339 2.66156 -0.90837
35 O 1.40165 1.62147 0.09467
36 H 1.23550 3.66159 -0.55560
37 H 2.50585 2.66850 -1.31511
38 H 0.82932 2.46724 -1.74997
39 H 2.17021 1.81798 0.64841
40 C 0.31864 -3.41979 -0.25136
41 O 0.08228 -2.35366 0.69695
42 H 1.09557 -4.08592 0.12227
43 H -0.59771 -3.99471 -0.40173
44 H 0.58284 -3.00463 -1.21993
45 H 0.00945 -2.75521 1.57057
46 C 2.97260 -0.56951 -1.04657
47 O 2.10514 -0.89044 0.06840
48 H 3.33818 -1.50641 -1.46615
49 H 2.42752 -0.04138 -1.82114
50 H 3.80471 0.04295 -0.69806
51 H 2.51293 -1.56665 0.61775

Its gap between HOMO and LUMO (alpha / beta) is 7.9 / 9.0 eV. Its HOMO energy (alpha / beta) is -15.374 / -15.445 eV. The total charge is +2. Its multiplicity is 3.

Here are the natural (NBO) charges for atoms 1 to 4, given in e:
1 V 1.723
2 C -0.634
3 C -0.056
4 O -0.839

***

Among the records above, which one has the highest multiplicity?
C10H33O7V

***

Among the records above, which one has the highest multiplicity?
C10H33O7V